#A
Formula: C5H4S
Source: the OMol25 dataset
Level of theory: the ωB97M-V functional and the def2-TZVPD basis

Geometry as XYZ:
```
10
Properties=species:S:1:pos:R:3:nbo_charge:R:1
C 0.26 -1.18 0.42 0.0945
C -0.67 -1.82 -0.22 -0.1642
C 0.84 0.06 0.96 -0.4745
C -0.90 -0.38 -0.75 -0.2958
C -0.04 0.72 -0.09 -0.3502
S -1.86 0.89 0.11 0.2232
H 0.68 0.15 1.96 0.2448
H 1.96 0.33 0.71 0.2404
H -0.78 -0.26 -2.32 0.2224
H 0.50 1.49 -0.79 0.2594
```

Properties
HOMO (eV): -9.322
Frontier orbital gap (Eh): 0.3405



#B
Formula: C5H4S
Source: the OMol25 dataset
Level of theory: the ωB97M-V functional and the def2-TZVPD basis

Geometry as XYZ:
```
10
Properties=species:S:1:pos:R:3:nbo_charge:R:1
C -2.24 -0.65 -0.02 -0.6056
C -3.17 -1.31 -0.43 -0.0948
C 0.24 -0.22 -0.02 -0.4821
C 0.09 1.05 -0.75 -0.1429
C -1.23 0.04 0.76 -0.2399
S -1.19 1.80 0.03 0.5450
H 0.33 -1.00 -0.76 0.2674
H 1.12 -0.34 0.78 0.2763
H 0.24 1.31 -1.74 0.2227
H -1.31 0.16 1.92 0.2539
```

Properties
HOMO (alpha / beta) (eV): -8.189 / -8.188
Frontier orbital gap (alpha / beta) (Eh): 0.2145 / 0.2144



#C
Formula: C5H4S
Source: the OMol25 dataset
Level of theory: the ωB97M-V functional and the def2-TZVPD basis

Geometry as XYZ:
```
10
Properties=species:S:1:pos:R:3:nbo_charge:R:1
C -0.02 -1.54 -2.24 0.0768
C 0.32 -1.10 -1.13 -0.2616
C -0.36 0.99 -0.04 -0.3890
C -0.33 -0.16 0.89 -0.3768
C 0.73 0.00 -0.35 -0.2096
S 0.08 -0.11 2.57 0.1482
H -1.15 0.97 -0.80 0.2605
H 0.10 1.91 0.26 0.2480
H -1.02 -0.97 0.68 0.2432
H 1.66 0.02 0.18 0.2602
```

Properties
HOMO (alpha / beta) (eV): -9.763 / -9.469
Frontier orbital gap (alpha / beta) (Eh): 0.2614 / 0.2497



Stability ranking, top and bottom: #C is the most stable and #A is the least stable.



#A
Formula: C5H4S
Source: the OMol25 dataset
Level of theory: the ωB97M-V functional and the def2-TZVPD basis

Geometry as XYZ:
```
10
Properties=species:S:1:pos:R:3:nbo_charge:R:1
C 0.34 -0.66 -1.30 -0.2723
C -1.00 -0.24 -0.91 -0.4295
C 0.75 -0.60 -0.04 0.1217
C -0.09 1.44 1.04 -0.2638
C 0.61 0.19 1.18 -0.6576
S -1.25 1.38 -0.12 0.4707
H 0.88 -1.10 -2.10 0.2257
H -1.82 -0.75 -1.32 0.2201
H 0.02 -0.18 2.08 0.3035
H 1.57 0.52 1.49 0.2816
```

Properties
HOMO (eV): -8.076
Frontier orbital gap (Eh): 0.3022



#B
Formula: C5H4S
Source: the OMol25 dataset
Level of theory: the ωB97M-V functional and the def2-TZVPD basis

Geometry as XYZ:
```
10
Properties=species:S:1:pos:R:3:nbo_charge:R:1
C -1.21 0.41 0.02 0.0209
C -1.75 -0.21 -0.96 -0.0934
C -0.12 0.98 0.82 -0.4807
C -0.23 -0.74 -0.90 -0.2754
C 0.74 -0.12 0.15 -0.3636
S 1.22 0.03 -1.57 0.2463
H 0.20 1.97 0.49 0.2592
H -0.08 0.69 1.99 0.2491
H -0.24 -2.51 -0.91 0.1815
H 1.48 -0.49 0.88 0.2561
```

Properties
HOMO (eV): -9.341
Frontier orbital gap (Eh): 0.3319



Stability ranking, top and bottom: #A is the most stable and #B is the least stable.



#A
Formula: CH2F3NOS
Source: the OMol25 dataset
Level of theory: the ωB97M-V functional and the def2-TZVPD basis

Geometry as XYZ:
```
9
Properties=species:S:1:pos:R:3:nbo_charge:R:1
C 1.41 0.31 0.03 1.1585
N -1.92 -0.25 0.00 -0.9915
O 0.60 -0.39 0.79 -0.6689
F 2.03 -0.47 -0.92 -0.3462
F 0.73 1.23 -0.67 -0.3335
F 2.37 0.86 0.78 -0.3096
S -0.66 -1.27 -0.08 0.6829
H -2.17 0.19 -0.83 0.4027
H -2.39 -0.21 0.90 0.4055
```

Properties
SMILES string: NSOC(F)(F)F
HOMO (eV): -9.809
Frontier orbital gap (Eh): 0.3783



#B
Formula: CH2F3NOS
Source: the OMol25 dataset
Level of theory: the ωB97M-V functional and the def2-TZVPD basis

Geometry as XYZ:
```
9
Properties=species:S:1:pos:R:3:nbo_charge:R:1
C 1.29 0.16 -0.13 0.3782
N -0.88 0.92 1.11 -1.0150
O -1.31 -0.60 -0.92 -0.8056
F 1.56 1.33 -0.77 -0.3070
F 1.71 -0.86 -0.95 -0.3223
F 0.37 -1.69 1.27 -0.5970
S -0.54 -0.22 0.19 2.0314
H 1.84 -0.01 0.93 0.2291
H -1.72 1.39 1.13 0.4082
```

Properties
HOMO (eV): -11.690
Frontier orbital gap (Eh): 0.3737



Stability ranking, top and bottom: #A is the most stable and #B is the least stable.



#A
Formula: C19H38O2
Source: the OMol25 dataset
Level of theory: the ωB97M-V functional and the def2-TZVPD basis

Geometry as XYZ:
```
59
Properties=species:S:1:pos:R:3:nbo_charge:R:1
C 0.21 -4.11 -7.90 -0.6097
C -0.63 -3.10 -6.95 -0.3978
C 0.33 -2.03 -6.44 -0.3619
C -0.52 -0.88 -5.85 -0.3891
C -1.44 -1.32 -4.61 -0.3550
C -0.29 -1.78 -3.63 -0.4569
C -1.00 -1.97 -2.40 -0.3467
C -0.21 -2.89 -1.14 -0.3900
C 0.99 -2.06 -0.68 -0.3214
C 0.58 -0.62 0.04 -0.4022
C 1.98 -0.07 0.63 -0.3605
C 1.47 1.25 1.21 -0.3730
C 0.36 1.35 2.48 -0.3593
C 0.46 2.65 3.18 -0.3565
C -0.73 2.56 4.32 -0.3786
C -0.08 1.90 5.38 -0.3438
C -1.20 2.06 6.64 -0.5177
C -1.17 3.39 7.14 0.7456
O -2.12 3.98 7.32 -0.5271
O 0.10 3.74 7.70 -0.5298
C -0.02 4.94 8.26 -0.1995
H 1.21 5.13 8.58 0.1516
H 0.00 5.72 7.49 0.1659
H -0.57 5.22 8.94 0.1620
H -2.15 1.35 6.49 0.2558
H -0.76 1.28 7.56 0.2323
H 0.70 2.30 5.76 0.1945
H 0.06 0.67 5.30 0.2054
H -0.77 3.73 4.51 0.1877
H -1.56 2.32 3.94 0.1961
H 0.06 3.28 2.45 0.1846
H 1.23 2.96 3.51 0.1726
H 1.08 0.62 3.22 0.1688
H -0.51 0.96 2.14 0.1990
H 2.35 1.95 1.47 0.1756
H 1.15 1.96 0.58 0.1828
H 2.46 0.11 -0.07 0.1740
H 2.46 -0.40 1.32 0.1847
H -0.07 -0.91 0.79 0.1955
H 0.30 -0.05 -0.80 0.2064
H 1.65 -2.37 0.04 0.1868
H 1.91 -1.67 -1.69 0.1302
H -0.79 -3.03 -0.42 0.1818
H 0.15 -3.65 -1.66 0.1887
H -1.85 -2.92 -2.51 0.1759
H -1.49 -1.09 -1.72 0.2135
H 0.16 -2.64 -3.84 0.1992
H 0.43 -0.93 -3.30 0.2048
H -1.95 -2.21 -4.77 0.2116
H -1.65 -0.52 -4.35 0.1765
H -1.21 -0.54 -6.54 0.1903
H 0.23 -0.16 -5.61 0.1989
H 1.03 -2.45 -5.74 0.2020
H 0.79 -1.45 -7.48 0.1868
H -1.03 -3.51 -6.18 0.1842
H -1.22 -2.66 -7.68 0.1999
H 0.88 -4.63 -7.35 0.1944
H 0.63 -3.72 -8.89 0.2124
H -0.41 -5.03 -8.19 0.1976
```

Properties
HOMO (eV): -9.232
Frontier orbital gap (Eh): 0.3702



#B
Formula: C19H38O2
Source: the OMol25 dataset
Level of theory: the ωB97M-V functional and the def2-TZVPD basis

Geometry as XYZ:
```
59
Properties=species:S:1:pos:R:3:nbo_charge:R:1
C -5.22 -1.81 1.32 -0.6067
C -4.99 -0.34 1.66 -0.3875
C -3.65 0.20 1.16 -0.3992
C -3.58 0.31 -0.36 -0.3791
C -2.22 0.82 -0.84 -0.4149
C -2.01 2.31 -0.59 -0.3916
C -0.65 2.81 -1.09 -0.3834
C 0.51 2.40 -0.18 -0.4133
C 1.85 2.82 -0.78 -0.3887
C 3.06 2.65 0.14 -0.3757
C 3.42 1.20 0.48 -0.4080
C 2.77 0.67 1.76 -0.4121
C 3.49 -0.56 2.31 -0.3860
C 3.38 -1.83 1.47 -0.3878
H 3.67 -1.63 0.44 0.2083
H 4.08 -2.57 1.87 0.2105
C 1.97 -2.46 1.49 -0.5059
C 1.06 -1.91 0.42 0.8189
O 0.17 -1.13 0.61 -0.6256
O 1.37 -2.42 -0.77 -0.5178
C 0.57 -2.04 -1.90 0.0853
C 1.16 -0.80 -2.56 -0.6339
H 1.15 0.03 -1.86 0.2243
H 2.18 -1.00 -2.88 0.2099
H 0.57 -0.53 -3.43 0.2176
C 0.53 -3.24 -2.85 -0.6176
H -0.09 -3.01 -3.71 0.2152
H 0.13 -4.11 -2.34 0.2172
H 1.54 -3.47 -3.19 0.2100
H -0.44 -1.81 -1.54 0.2022
H 1.51 -2.30 2.46 0.2251
H 2.06 -3.54 1.31 0.2322
H 3.10 -0.78 3.31 0.1982
H 4.55 -0.32 2.43 0.1983
H 2.82 1.45 2.52 0.1993
H 1.72 0.44 1.59 0.2200
H 4.51 1.14 0.61 0.1978
H 3.17 0.56 -0.37 0.1932
H 3.91 3.11 -0.36 0.2011
H 2.88 3.20 1.07 0.1916
H 1.79 3.88 -1.05 0.1976
H 2.02 2.27 -1.71 0.1892
H 0.49 1.33 -0.02 0.2120
H 0.39 2.88 0.79 0.1951
H -0.48 2.42 -2.10 0.1891
H -0.67 3.90 -1.16 0.1966
H -2.09 2.52 0.48 0.1941
H -2.80 2.87 -1.09 0.1947
H -2.14 0.64 -1.92 0.1882
H -1.44 0.25 -0.34 0.2283
H -3.75 -0.67 -0.80 0.1941
H -4.37 0.98 -0.71 0.1882
H -3.49 1.18 1.60 0.1971
H -2.84 -0.46 1.51 0.2011
H -5.03 -0.23 2.75 0.1966
H -5.80 0.26 1.24 0.1909
H -4.40 -2.42 1.69 0.1998
H -5.29 -1.95 0.25 0.1993
H -6.14 -2.17 1.77 0.2066
```

Properties
SMILES string: CCCCCCCCCCCCCCCC(=O)OC(C)C
HOMO (eV): -10.224
Frontier orbital gap (Eh): 0.4086



Stability ranking, top and bottom: #B is the most stable and #A is the least stable.